No. 1
Formula: C29H48Cl2NOsP
Source: the OMol25 dataset
Level of theory: ωB97M-V with the def2-TZVPD basis set

HOMO (alpha / beta): 1.84 / -0.17 eV
2S+1: 5
ΔE to the lowest compared entry with this formula, charge and spin: 17.6 kJ/mol
⟨S²⟩: 6.04
net charge: -2
HOMO-LUMO gap (alpha / beta): 2.152 / 4.157 eV

```
82
Properties=species:S:1:pos:R:3:forces:R:3:mulliken_spin:R:1
Os -0.295780 0.060176 4.097107 -0.01 0.75 -1.62 2.4092
Cl -2.523876 0.434300 4.510053 -2.80 0.17 0.41 0.1846
Cl 0.372045 -0.881439 2.144517 0.46 -1.18 -2.24 0.1035
P 0.346785 -0.770783 -1.324486 -0.14 0.41 -0.95 0.0424
N 0.411071 -0.455601 5.585456 2.03 -1.62 6.33 0.5599
C -0.844043 4.618930 1.283819 -0.13 0.61 -0.30 0.2301
C 1.836766 1.233111 -2.724863 0.35 0.11 -0.06 -0.0031
C 0.692550 4.096709 3.092952 -0.29 0.09 -0.46 0.1005
C 0.155227 2.776116 3.153738 1.00 -1.52 1.95 -0.1546
C -2.949843 2.057515 -3.349301 0.11 0.06 -0.03 0.0010
C 3.221011 0.927911 -4.853812 -0.12 -0.05 -0.12 0.0010
C 0.203346 4.985402 2.149514 0.23 -0.15 0.22 -0.1032
C -0.032430 -2.475751 -1.993308 0.00 0.22 -0.12 -0.0204
C 1.577079 -0.882946 -4.054008 -0.12 0.08 -0.24 0.0005
C -2.679324 0.672929 -3.949548 -0.01 -0.18 0.15 0.0007
C 1.386100 -0.813746 7.885936 -0.02 -0.02 -0.16 0.0536
C 0.059225 1.265626 7.338100 -0.22 0.16 0.46 0.0313
C -2.590561 2.199245 -1.861978 -0.12 -0.18 0.14 0.0030
C -0.861499 2.411224 2.252580 -1.14 0.30 -1.18 0.1350
C 1.200108 -3.383004 -1.840031 -0.21 -0.17 0.18 -0.0012
C 0.546583 1.769807 4.140311 0.51 2.63 -1.22 0.3352
C -1.082834 -0.968264 7.468673 -0.29 0.08 0.35 0.0324
C 0.199909 -0.231163 7.106555 0.18 -0.31 -2.52 -0.0027
C -1.180661 0.121569 -1.999582 0.48 -0.39 0.29 0.0123
C -1.544351 -4.495683 -1.927290 0.01 0.23 0.09 0.0033
C 1.652682 -0.285422 -2.634704 -0.11 -0.44 0.16 -0.0030
C 3.134990 1.580729 -3.470525 -0.08 -0.14 0.21 0.0007
C -1.324636 0.112610 -3.512907 -0.43 0.10 -0.27 0.0017
C -1.253226 -3.112358 -1.316866 0.24 -0.25 0.15 0.0171
C -1.400490 3.341082 1.366977 0.46 -0.87 0.58 -0.0497
C 2.807917 -0.552630 -4.901210 0.25 -0.14 0.20 0.0001
C -0.332703 -5.436180 -1.927146 0.05 0.02 0.10 0.0000
C -1.253322 1.556437 -1.478097 -0.15 0.11 0.08 -0.0495
C 0.945301 -4.767837 -2.452302 0.05 0.12 0.06 0.0007
H -0.962453 -2.044651 7.300453 -0.02 0.14 -0.06 0.0004
H 1.296522 2.118777 4.869964 -0.20 -0.18 -0.19 0.0633
H -0.547056 0.754918 -3.947354 -0.24 -0.17 0.10 0.0026
H -4.009742 2.299175 -3.482735 0.09 0.15 -0.09 -0.0002
H 1.409058 -3.487309 -0.762608 0.00 0.04 -0.21 -0.0003
H 2.577678 1.486504 -5.548546 0.06 -0.02 0.09 0.0000
H 2.545575 -0.715640 -2.140918 0.02 0.29 -0.28 0.0027
H -1.201232 -0.896812 -3.933810 -0.07 0.32 0.10 -0.0035
H -1.038602 -3.208993 -0.240019 -0.15 0.06 -0.19 -0.0045
H 0.639349 5.984486 2.071847 -0.11 -0.14 0.01 -0.0037
H 1.188552 -0.731112 8.959420 0.05 -0.01 0.14 -0.0034
H -2.579389 3.260110 -1.584585 -0.05 -0.13 -0.05 0.0001
H -2.372798 -4.956224 -1.380014 0.02 -0.06 -0.09 -0.0002
H -0.176563 1.447742 8.396241 0.06 0.07 0.10 -0.0046
H 3.980958 1.257659 -2.853265 -0.01 -0.03 -0.03 0.0001
H -1.923382 -0.599780 6.868149 0.28 -0.12 0.03 0.0038
H 2.321026 -0.287609 7.661608 -0.19 0.02 -0.06 0.0015
H 0.701322 -0.491670 -4.590042 0.36 -0.18 0.23 0.0003
H -1.235436 1.368127 2.301974 0.00 1.06 -0.31 0.0231
H 3.219068 2.669882 -3.570311 0.05 -0.12 -0.02 -0.0011
H -0.432894 2.160526 -1.889737 -0.18 -0.16 0.08 -0.0020
H 1.541570 -1.875093 7.644016 -0.15 0.24 -0.03 -0.0027
H 4.248820 1.008329 -5.223948 -0.10 0.13 -0.12 -0.0003
H -2.010352 -0.456059 -1.553508 0.07 0.30 -0.09 -0.0013
H 2.100450 -2.940485 -2.299642 -0.34 -0.12 0.20 0.0009
H -1.338330 -0.810774 8.526861 0.02 -0.06 0.10 -0.0112
H 0.986725 1.796050 7.098777 -0.15 -0.11 -0.05 -0.0037
H -1.211113 5.320310 0.537371 0.01 0.04 0.13 0.0340
H -1.884410 -4.351128 -2.961294 0.02 -0.01 0.02 0.0001
H 1.857412 1.682654 -1.720972 -0.05 -0.10 -0.23 0.0021
H -0.558525 -6.311797 -2.547895 0.01 0.02 0.08 -0.0001
H 3.643514 -1.191438 -4.576677 -0.04 0.19 0.05 -0.0001
H -3.462903 -0.041701 -3.659851 0.03 0.14 0.07 -0.0003
H 2.597966 -0.837318 -5.941931 0.13 0.04 0.11 -0.0002
H -2.368012 2.793127 -3.921462 -0.06 -0.03 0.03 0.0002
H 0.996044 1.690710 -3.269843 0.25 -0.16 0.19 0.0002
H 1.463377 -1.976818 -4.027480 0.02 0.34 -0.03 0.0000
H -0.158411 -5.823312 -0.912718 -0.01 0.21 -0.09 0.0002
H -2.146686 -2.474471 -1.419427 0.33 -0.24 0.06 -0.0023
H -0.759684 1.689921 6.740767 0.30 -0.22 0.01 0.0045
H -0.271852 -2.361738 -3.061870 0.09 -0.24 0.15 -0.0003
H -3.377758 1.731576 -1.255020 0.05 0.01 -0.06 0.0001
H 0.875648 -4.663132 -3.543833 -0.02 0.01 0.05 -0.0003
H 1.492347 4.362498 3.786976 -0.17 0.05 -0.19 0.0022
H -1.127514 1.577567 -0.388140 0.02 -0.03 -0.28 0.0389
H -2.698854 0.727978 -5.045368 -0.13 0.05 0.06 -0.0006
H 1.810884 -5.408624 -2.248976 -0.08 -0.05 -0.09 -0.0001
H -2.239008 3.046435 0.735067 0.17 0.18 0.08 -0.0067
```
Forces are in eV/Å.

No. 2
Formula: C16H16ClN4O2ReS2Se
Source: the OMol25 dataset
Level of theory: ωB97M-V with the def2-TZVPD basis set

HOMO (alpha / beta): -4.41 / -4.70 eV
2S+1: 2
ΔE to the lowest compared entry with this formula, charge and spin: 696.0 kJ/mol
⟨S²⟩: 1.19
net charge: -1
HOMO-LUMO gap (alpha / beta): 5.869 / 7.143 eV

```
43
Properties=species:S:1:pos:R:3:forces:R:3:nbo_charge:R:1
Re 0.807454 -1.330941 -0.914693 0.27 -1.22 -3.03 1.1877
Se 2.958469 -3.191194 0.277014 1.72 -2.29 0.16 -0.0625
Cl -4.820469 -0.636228 -6.085384 -0.02 0.00 -0.01 -0.0366
S -0.329319 0.887578 0.810948 -0.72 1.06 -0.28 -0.4563
S 2.641052 -0.967537 3.593039 0.07 0.02 0.08 0.4685
O 1.727218 -2.661431 -1.558724 -0.92 1.57 1.36 -0.6120
O -0.934456 0.112808 -1.668632 -0.33 -0.66 -0.17 -0.9283
N -1.330355 3.123715 1.823874 -0.06 0.05 0.01 -0.4903
N 5.062946 -4.873390 1.788168 -0.01 0.00 -0.03 -0.4721
N 1.248273 -1.308960 1.492125 0.34 0.21 0.31 -0.5148
N 0.469502 2.135708 3.022084 0.08 -0.01 0.05 -0.5121
C 4.276404 -4.240664 1.221124 -0.42 0.44 -0.17 0.0230
C -0.519445 4.132838 3.828462 -0.01 0.02 0.02 -0.3727
C 0.428246 -1.522171 2.572490 -0.54 -0.33 -0.34 -0.0040
C 1.400404 3.027154 5.052162 -0.04 0.08 0.03 -0.6402
C -1.372580 4.078235 2.738179 0.01 -0.04 -0.01 0.0816
C -3.275855 -0.868499 -5.302574 0.01 -0.01 0.02 -0.0688
C 0.410474 3.105953 3.925126 0.00 0.00 -0.02 0.2561
C 2.448615 -1.003154 1.911028 -0.16 0.65 0.16 -0.1173
C -1.897307 -2.066098 -3.759471 0.11 -0.01 -0.02 -0.1755
C -0.993810 -0.234047 -4.985215 0.04 0.06 0.09 -0.2336
C 0.506732 -1.462339 -3.361429 -0.13 0.31 1.00 -0.7122
C 1.005915 -1.422944 3.787781 0.02 0.08 -0.06 -0.4705
C -3.123293 -1.889379 -4.375551 0.00 0.01 -0.03 -0.2396
C -0.796378 -1.242861 -4.040120 -0.22 0.06 0.16 -0.0059
C -2.216918 -0.037983 -5.614002 -0.01 0.00 0.01 -0.2307
C -0.397236 2.163537 1.990097 0.41 -0.34 0.09 0.2791
H -1.881335 -0.039734 -1.593992 0.03 0.11 0.19 0.5163
H 1.243933 -0.754037 -3.742986 0.15 -0.04 0.01 0.1953
H -0.165135 0.419020 -5.236571 0.00 -0.01 0.00 0.2076
H -2.129555 4.844561 2.590262 0.00 0.01 0.01 0.1771
H 0.825098 -2.474185 -3.597711 0.22 0.00 0.25 0.2170
H 1.264095 2.093872 5.599100 0.03 -0.03 -0.02 0.2249
H 0.552707 -1.564129 4.752353 -0.02 -0.02 0.00 0.2416
H 1.286865 3.861474 5.744241 0.00 0.00 0.00 0.2006
H 2.415018 3.033524 4.653927 0.01 -0.04 0.00 0.2284
H -0.576747 4.927987 4.559063 0.00 0.00 0.00 0.2069
H -0.798684 0.983753 -2.043671 0.10 0.28 0.22 0.5171
H -1.776491 -2.860924 -3.031314 0.00 0.02 0.01 0.2110
H -2.345082 0.752198 -6.341869 0.00 0.00 -0.01 0.2181
H 3.268787 -0.740290 1.270158 0.00 0.04 -0.07 0.2525
H -0.608370 -1.755917 2.392569 0.00 -0.02 0.01 0.2279
H -3.959383 -2.534890 -4.141482 -0.01 0.00 -0.01 0.2177
```
Forces are in eV/Å.

Ordered electronic energy results: -2540.8891; -4724.9400; unit Eh.